# 1
The following is a quantum chemistry calculation of a cluster of 2 separate species, C7H9N3O4S in total, from the OMol25 dataset.

Element x y z (Å)
C  -2.723814  -0.788011  -0.254943
C  -1.955212  0.399764  1.340102
C  -3.460127  0.378498  -0.120247
C  0.309113  -0.161895  -1.112134
C  0.277249  -1.528489  1.792819
C  -0.257792  2.205574  -1.509441
C  -0.559843  -1.617741  0.536013
N  -2.935133  1.082131  0.891919
N  -1.718935  -0.828523  0.658044
N  -4.680037  0.731318  -0.815983
O  0.868255  -0.639492  -2.056667
O  -5.234220  -0.146571  -1.468828
O  -4.969409  1.861721  -0.585393
O  -0.190307  0.944892  -0.708309
S  -0.549724  -3.062433  -0.314108
H  -2.765938  -1.598342  -1.102756
H  -1.463428  0.806172  2.206197
H  1.084692  -0.845509  1.669549
H  0.601886  -2.530119  2.062023
H  -0.351671  -1.098361  2.558297
H  -0.637064  2.950190  -0.763603
H  -1.156789  2.014086  -2.099738
H  0.809394  2.220186  -2.039417
H  -0.957212  -2.749471  -1.538870

Forces on the atoms, in the same order (eV/Å):
C -0.8932 -2.1747 -3.4158
C 1.5258 -0.6778 0.9507
C 1.2887 -2.8356 -0.3581
C -0.4053 -3.1918 1.3091
C -0.7210 -0.6147 -0.4078
C 0.8817 -1.2845 -0.0107
C 1.7621 4.3038 -1.2299
N -1.1955 1.0802 0.0741
N -2.6713 2.2504 0.0928
N 1.9402 -1.6909 0.9900
O -0.5613 1.3453 0.6228
O -0.1082 1.0969 0.0601
O -1.9496 1.5895 -0.8594
O 0.1448 0.7682 0.2746
S 0.1196 -2.5607 -0.0635
H -0.2159 1.8324 2.0680
H 0.7486 -0.6267 0.0215
H 0.8687 0.1843 -0.1286
H 0.2796 0.1190 0.3069
H -0.0933 -0.2712 0.4999
H 1.3714 -0.3132 -0.6778
H 0.6366 0.2803 -0.8760
H -2.7452 0.8683 0.9762
H -0.0079 0.5230 -0.2190

## Properties
E_HOMO (alpha / beta) = -0.293 / -0.293 hartree
gap between HOMO and LUMO (alpha / beta) = 7.40 / 7.40 eV
LUMO level (alpha / beta) = -0.021 / -0.021 Eh
energy above the lowest of the compared OMol25 structures with the same formula, charge and spin = 3.718 eV

These are the natural (NBO) partial charges, in e, on atoms 1 to 6: atom 1 (C): -0.0270, atom 2 (C): 0.1870, atom 3 (C): 0.1016, atom 4 (C): 0.8271, atom 5 (C): -0.6458, atom 6 (C): -0.2933



# 2
The following is a quantum chemistry calculation of the molecule C5H10O, from the OMol25 dataset.

Element x y z (Å)
C  0.434526  -1.360891  1.213805
C  -0.671293  -0.472313  0.704471
C  -0.624192  1.040859  0.824605
C  -0.491965  0.380749  -0.514546
C  0.858214  0.483803  -1.283630
O  -1.526530  0.441595  -1.458185
H  0.366436  -1.494726  2.297891
H  0.381132  -2.350905  0.745491
H  1.417793  -0.936319  0.985589
H  -1.673495  -0.889921  0.831248
H  -1.532356  1.569558  1.109499
H  0.294507  1.486089  1.195367
H  0.839371  1.226424  -2.112325
H  1.198848  -0.456191  -1.750405
H  1.627457  0.843013  -0.608888
H  -0.898452  0.489176  -2.179987

Forces on the atoms, in the same order (eV/Å):
C 0.0923 -0.0173 0.0450
C 0.0862 -0.0660 -0.0728
C 0.1194 0.1640 0.0448
C 0.8666 -0.0015 0.1171
C 0.0254 -0.0252 0.4879
O 0.2891 -0.0065 -0.0376
H 0.0312 -0.0039 -0.0986
H 0.0341 0.1446 0.0794
H -0.1117 -0.0717 0.0864
H 0.2321 0.1732 -0.2386
H 0.1543 -0.1647 -0.2530
H -0.1119 -0.0312 0.1486
H -0.3864 -0.1920 0.5816
H -0.2893 0.1246 0.3968
H 0.2827 -0.1235 0.0305
H -1.3142 0.0972 -1.3176

## Properties
E_HOMO = -0.336 hartree
gap between HOMO and LUMO = 10.16 eV
LUMO level = 0.037 Eh
energy above the lowest of the compared OMol25 structures with the same formula, charge and spin = 1.475 eV

These are the natural (NBO) partial charges, in e, on atoms 1 to 6: atom 1 (C): -0.6052, atom 2 (C): -0.2460, atom 3 (C): -0.4486, atom 4 (C): 0.2394, atom 5 (C): -0.6655, atom 6 (O): -0.6872



# 3
The following is a quantum chemistry calculation of a structure of composition C64H64AlGe2N2O2S4, from the OMol25 dataset.

Element x y z (Å)
Al  0.328631  -0.184575  0.106711
O  1.160765  -0.083502  -1.434943
C  1.604921  0.851385  -2.206688
C  2.606125  0.584467  -3.164495
C  3.055740  1.564199  -4.015077
C  2.552843  2.864399  -3.938617
C  1.596588  3.159922  -2.997926
C  1.103082  2.179020  -2.124883
C  0.146445  2.545171  -1.129766
N  -0.390414  1.764306  -0.270277
C  -1.302298  2.304750  0.695593
C  -1.030116  1.614100  2.039335
N  -0.915212  0.230102  1.705563
C  -1.690048  -0.647408  2.214402
C  -1.898818  -1.932399  1.629358
C  -2.490440  -2.968514  2.358277
C  -2.805818  -4.163117  1.758870
C  -2.553504  -4.333670  0.398469
C  -2.005312  -3.323013  -0.349361
C  -1.632064  -2.096846  0.237948
O  -1.086269  -1.165348  -0.473208
H  3.021468  -0.411183  -3.193738
H  3.815389  1.337061  -4.751676
H  2.923240  3.635359  -4.602199
H  1.206555  4.168340  -2.923109
H  -0.117835  3.611405  -1.102563
H  -2.320811  2.047387  0.380825
H  -1.215352  3.396107  0.789800
H  -1.838208  1.810615  2.758637
H  -0.077091  1.978996  2.430677
H  -2.320860  -0.381878  3.073592
H  -2.656477  -2.830117  3.420049
H  -3.241656  -4.966802  2.332894
H  -2.781421  -5.283219  -0.066251
H  -1.790109  -3.461032  -1.399196
C  4.486670  -3.471741  -3.621990
C  4.189843  -3.879247  -2.205732
C  5.163480  -3.819745  -1.221028
C  4.908464  -4.238057  0.076279
C  6.010095  -4.266957  1.092367
C  3.629569  -4.689000  0.415143
C  2.650620  -4.796559  -0.574336
C  1.297672  -5.380006  -0.295191
C  2.945694  -4.385794  -1.866822
C  3.354009  -5.158375  1.797037
C  3.441595  -6.525950  2.039900
C  3.189718  -7.040631  3.297615
C  2.855000  -6.183830  4.326128
C  2.758013  -4.812274  4.104253
C  3.010573  -4.293753  2.839205
Ge  2.694965  -2.344721  2.415733
S  1.166006  -2.243986  0.881433
S  4.626344  -1.242765  1.905758
Ge  3.348812  0.523526  2.630336
S  2.021990  1.341060  1.126890
S  2.208389  -0.843330  4.103623
C  4.506833  1.977484  3.422616
C  5.617683  2.422082  2.707700
C  6.446695  3.391298  3.259075
C  6.161569  3.940842  4.495782
C  5.020308  3.548700  5.169487
C  4.185732  2.571490  4.636288
C  2.952345  2.225349  5.376749
C  1.757479  2.866673  5.048985
C  1.724042  3.869393  3.934820
C  0.618949  2.585930  5.790611
C  0.651170  1.688571  6.845261
C  -0.583283  1.374657  7.638714
C  1.851883  1.071525  7.163261
C  3.004991  1.328410  6.443163
C  4.290847  0.635190  6.772962
C  5.894598  1.897581  1.349664
C  5.251553  2.449892  0.243284
C  4.355735  3.647019  0.356503
C  5.471774  1.901649  -1.013543
C  6.322404  0.825183  -1.193300
C  6.482758  0.184028  -2.540468
C  7.008136  0.333436  -0.090935
C  6.811017  0.856147  1.175448
C  7.560215  0.316547  2.356501
C  2.372875  -3.998943  5.281481
C  3.340949  -3.324848  6.026011
C  4.743032  -3.202259  5.513300
C  2.984199  -2.752942  7.238312
C  1.684129  -2.808530  7.710658
C  1.302643  -2.224716  9.040582
C  0.722550  -3.434673  6.931596
C  1.050006  -4.039738  5.728630
C  -0.004082  -4.747324  4.928223
H  5.425936  -2.926136  -3.685224
H  3.690612  -2.846348  -4.022310
H  4.565883  -4.356124  -4.257513
H  6.149561  -3.448805  -1.465502
H  6.973133  -4.075094  0.624006
H  6.042117  -5.237636  1.587469
H  5.839900  -3.505420  1.852028
H  1.207582  -5.689851  0.741988
H  1.126933  -6.244851  -0.938452
H  0.524780  -4.639706  -0.492080
H  2.180278  -4.467621  -2.626533
H  3.699847  -7.188542  1.223869
H  3.249964  -8.105793  3.476771
H  2.659625  -6.567562  5.318864
H  7.314927  3.717456  2.702506
H  6.817228  4.685144  4.929777
H  4.759604  3.997326  6.119254
H  2.402056  4.694817  4.151297
H  0.720112  4.264347  3.797137
H  2.048910  3.409309  3.001454
H  -0.312800  3.076790  5.541143
H  -1.389915  2.063111  7.395129
H  -0.380532  1.438159  8.707905
H  -0.915214  0.360041  7.417714
H  1.880800  0.366820  7.979853
H  4.219195  0.118988  7.726924
H  5.121040  1.339976  6.808411
H  4.501923  -0.099753  5.996507
H  4.175286  3.907350  1.395976
H  3.399901  3.438595  -0.119128
H  4.813495  4.499434  -0.148098
H  4.945070  2.319645  -1.860756
H  6.139723  0.849650  -3.328994
H  5.885287  -0.726590  -2.578860
H  7.521436  -0.085109  -2.728760
H  7.691425  -0.495131  -0.216741
H  8.190674  -0.519090  2.063753
H  6.857851  -0.032651  3.111425
H  8.181246  1.093439  2.803340
H  5.111263  -4.149890  5.123942
H  5.416152  -2.848465  6.291609
H  4.764417  -2.484315  4.691505
H  3.742171  -2.258119  7.829078
H  2.158676  -1.761392  9.525703
H  0.912067  -2.999648  9.701576
H  0.522935  -1.474453  8.916657
H  -0.301990  -3.465340  7.280226
H  -0.995786  -4.403085  5.216498
H  0.047130  -5.825251  5.097533
H  0.136845  -4.568186  3.863079

Forces on the atoms, in the same order (eV/Å):
Al -0.0288 0.4918 1.2377
O 0.5087 -0.3124 -1.0413
C -0.2021 0.2205 0.1807
C 0.0240 -0.1041 -0.0410
C -0.0645 -0.0179 0.0946
C 0.0390 0.3148 -0.1563
C -0.0713 -0.0605 0.1010
C 0.5151 -0.2594 -0.3285
C -0.5012 0.3634 0.2665
N 0.3842 -0.1375 -0.7464
C -0.4826 0.2171 0.5099
C -0.0207 0.6388 0.2973
N 0.0644 -0.6048 -0.0127
C -0.1160 0.5187 0.3026
C -0.1668 -0.5275 -0.4186
C 0.1119 0.1692 -0.0601
C -0.0554 -0.2274 0.2102
C -0.0200 0.0300 0.0093
C 0.0580 0.1289 -0.1408
C -0.5181 -0.4078 0.5369
O -0.0650 0.1446 -0.7461
H -0.0288 -0.1569 0.0211
H 0.0681 -0.0784 0.0023
H -0.0166 -0.0144 -0.0080
H -0.0199 0.0580 0.0445
H -0.0147 -0.0839 -0.0208
H 0.0095 0.0829 0.0257
H -0.0236 -0.1172 -0.0610
H 0.0794 -0.0423 -0.1095
H -0.1349 -0.0842 0.0624
H 0.1259 0.0254 -0.0268
H -0.0887 0.0530 0.0466
H -0.0150 -0.0778 0.0828
H -0.0390 -0.0538 -0.0812
H 0.0178 0.0398 -0.0946
C -0.0112 -0.0680 0.0635
C -0.0462 -0.0148 0.0128
C -0.0216 0.0158 0.0066
C -0.0374 -0.0633 0.0169
C -0.0343 0.0704 0.0443
C 0.0918 -0.0161 -0.3636
C 0.0426 -0.0776 -0.0773
C -0.0366 0.0195 -0.0074
C 0.0931 0.0082 0.0695
C 0.0533 -0.2163 0.0249
C 0.0525 -0.0238 0.0019
C 0.0117 -0.0960 0.0168
C 0.0316 -0.0029 0.0024
C 0.0701 -0.2054 0.0419
C -0.2166 0.9766 -0.1084
Ge 0.1072 0.3571 0.0202
S 0.5661 -0.3539 0.3153
S -0.6798 0.1463 0.0701
Ge 0.0702 -0.3616 0.0818
S 0.5268 -0.0328 0.4000
S 0.3026 -0.0513 -0.6239
C -0.6279 -0.7130 -0.3038
C 0.1400 0.0700 0.1137
C 0.0538 -0.0013 -0.0397
C 0.0374 0.0904 0.0779
C 0.0166 0.0343 0.0209
C 0.1628 0.0938 0.0749
C -0.2089 0.0483 0.1987
C 0.0360 -0.0002 0.0096
C 0.0355 -0.0378 -0.0110
C -0.0206 -0.1156 0.0387
C -0.0138 0.0251 0.0447
C 0.0413 -0.0251 -0.0497
C -0.0458 0.0855 -0.1076
C 0.0365 0.0584 0.0691
C -0.0290 0.0258 0.0336
C 0.1655 -0.0169 -0.3192
C 0.0085 0.0360 0.0131
C -0.0272 0.0390 -0.0345
C 0.0569 -0.1433 0.0128
C 0.0071 0.1191 -0.0164
C -0.0209 0.0147 0.0950
C 0.0028 0.0625 0.0747
C 0.1170 0.0528 -0.1000
C -0.0195 0.0000 -0.0071
C -0.0595 0.0757 0.3384
C 0.0313 -0.1169 -0.0311
C -0.0137 0.0010 0.0073
C -0.0648 -0.0012 0.0279
C -0.0552 -0.0300 0.0158
C 0.0008 -0.0324 -0.0487
C 0.0517 0.0511 -0.0234
C 0.0050 0.0649 0.0461
C 0.0022 0.0016 -0.0039
H 0.0548 0.0515 -0.0332
H -0.0425 0.0639 -0.0570
H 0.0127 0.0150 -0.0773
H 0.1439 0.0378 -0.0423
H 0.0717 0.0308 -0.0155
H 0.0747 -0.0233 0.0630
H 0.1108 -0.0219 0.1492
H -0.1411 -0.0236 0.0205
H -0.0410 -0.0839 -0.0136
H -0.0601 0.0109 0.0079
H -0.1306 0.0209 -0.0977
H 0.0233 -0.0030 -0.0722
H 0.0236 -0.0634 -0.0096
H -0.0254 -0.0200 0.0684
H 0.0676 0.0289 -0.0606
H 0.0149 0.0453 -0.0234
H -0.0083 0.0333 0.0770
H 0.0306 0.1177 -0.0408
H -0.0938 0.0545 -0.0159
H -0.0327 0.0564 -0.1243
H -0.0921 0.0766 -0.0445
H -0.0853 0.0105 0.0163
H -0.0524 -0.0170 0.0591
H -0.1055 -0.0736 0.0318
H 0.0519 -0.1487 0.1612
H 0.0078 -0.0518 0.0812
H 0.0608 -0.0435 0.0167
H 0.1148 -0.1304 -0.0806
H -0.1040 0.1068 0.0006
H -0.0634 0.0267 -0.0038
H 0.0472 0.1054 0.0114
H -0.0903 0.0231 -0.1261
H -0.0177 0.0187 -0.1040
H -0.0548 -0.1103 -0.0744
H 0.0591 -0.0302 -0.0480
H 0.0974 -0.1306 -0.0057
H 0.0710 -0.0780 -0.0070
H 0.0331 -0.0343 0.1399
H 0.0717 -0.0106 0.0788
H 0.0689 -0.0707 -0.0136
H 0.0542 0.0185 0.0549
H 0.0808 0.0905 -0.0938
H 0.1062 0.0795 0.0591
H 0.0463 0.0694 0.0684
H -0.0092 -0.0010 0.0639
H -0.0615 0.1036 0.0596
H -0.1299 -0.0143 0.0093
H -0.0637 -0.0005 -0.0149
H -0.0442 -0.0357 -0.0808
H -0.1003 -0.0307 -0.0808

## Properties
E_HOMO = -0.180 hartree
gap between HOMO and LUMO = 7.27 eV
net charge = -1
LUMO level = 0.087 Eh
energy above the lowest of the compared OMol25 structures with the same formula, charge and spin = 0.148 eV

These are the Mulliken partial charges, in e, on atoms 1 to 6: atom 1 (Al): -0.2588, atom 2 (O): -0.1822, atom 3 (C): 0.1012, atom 4 (C): -1.0749, atom 5 (C): -0.4808, atom 6 (C): -0.7640



Which max |F| belongs to each record? In order, 4.81, 1.86, 1.33 eV Å⁻¹.